1.
11
Properties=species:S:1:pos:R:3:forces:R:3 method="wB97M-V/def2-TZVPD" e_lumo_ha=-0.00914 total_energy_ev=-8328.8262 gap_ev=8.655 e_homo_ev=-8.90 charge=0
O 1.1880 0.0099 -1.5807 0.2 -0.3 0.5
C 1.3944 -0.7638 -0.6683 0.0 0.3 -0.3
C 0.3294 -1.2771 0.2172 -0.2 -0.2 -0.1
C -0.8408 -0.6397 0.3610 0.2 0.0 0.0
C -0.9793 0.7405 -0.0298 0.1 0.1 -0.3
C -1.0413 1.9440 -0.8233 -0.1 -0.5 0.8
C -0.7290 1.8989 0.5572 -0.2 0.3 -0.3
H 2.4163 -1.1366 -0.4773 0.0 -0.1 0.0
H 0.5197 -2.1846 0.7781 0.0 -0.1 -0.2
H -1.6393 -1.0577 0.9707 0.1 0.1 -0.1
H -0.3954 2.3117 1.4912 0.0 0.4 0.0



2.
96
Properties=species:S:1:pos:R:3:forces:R:3 method="wB97M-V/def2-TZVPD" e_lumo_ha=0.01370 total_energy_ev=-46010.5109 gap_ev=11.514 smiles=CCCC#N.CCCC#N.CCCC#N.CCCC#N.CCCC#N.CCCC#N.CCCC#N.CCCC#N e_homo_ev=-11.14 charge=0
C 1.3548 3.5685 2.4153 -1.0 0.6 1.2
C 0.2627 3.7230 3.5411 0.4 -1.2 -1.1
C 0.6242 2.8195 4.7273 0.6 0.5 0.4
C -0.4529 2.6278 5.7231 -2.2 -0.1 1.7
N -1.3491 2.5180 6.4823 2.7 0.2 -2.3
H 0.9737 3.8451 1.4322 -0.1 0.1 0.1
H 1.6811 2.5293 2.3724 0.4 0.3 0.0
H 2.1258 4.2862 2.6952 0.5 -0.5 -0.4
H -0.6728 3.3378 3.1353 -0.3 0.6 0.1
H 0.2336 4.7578 3.8825 -0.5 -0.1 -0.2
H 1.4862 3.2963 5.1939 -0.1 0.0 0.6
H 1.0567 1.8710 4.4088 -0.5 -0.3 -0.1
C -1.7638 -0.1672 3.8599 -1.0 0.6 0.9
C -3.2244 -0.1724 4.3189 -0.7 0.2 -0.2
C -4.2663 -0.2185 3.1468 0.3 -0.3 0.0
C -4.0968 0.7934 2.0980 1.2 2.5 -2.5
N -3.8905 1.5707 1.2314 -0.7 -2.4 2.9
H -1.6662 0.7693 3.3107 0.5 -0.6 -0.9
H -1.5799 -1.1443 3.4131 0.4 0.5 -0.8
H -1.0707 -0.0559 4.6938 -0.2 -0.2 0.3
H -3.5102 0.7183 4.8785 0.5 0.0 0.3
H -3.3756 -1.0360 4.9665 -0.4 0.0 0.0
H -5.2972 -0.1151 3.4853 0.1 -0.1 0.4
H -4.2179 -1.1751 2.6265 0.0 -0.2 0.0
C -2.9330 2.5854 -2.2962 0.3 0.2 -0.7
C -2.8517 1.8073 -3.6485 -0.9 0.8 0.3
C -2.2622 2.6202 -4.8335 1.0 0.1 0.2
C -0.7887 2.7188 -4.7646 0.5 -0.5 0.1
N 0.3605 2.7554 -4.6668 -0.6 0.1 0.0
H -3.6663 2.1653 -1.6079 0.3 -0.3 0.1
H -3.2422 3.6247 -2.4072 -0.3 0.0 -0.5
H -1.9569 2.7069 -1.8265 0.0 -0.5 0.2
H -3.8609 1.5334 -3.9562 -0.2 0.2 0.0
H -2.3891 0.8297 -3.5130 0.5 0.2 -0.1
H -2.5489 3.6710 -4.8745 -0.6 0.0 0.4
H -2.5250 2.2375 -5.8197 0.0 -0.4 0.1
C 4.8143 2.4143 -3.4957 -0.7 0.1 0.1
C 3.9097 3.4786 -2.8627 -0.5 -0.5 -0.2
C 2.7820 2.8011 -2.0231 0.3 0.5 0.0
C 3.1941 2.3519 -0.7069 1.0 -0.7 1.7
N 3.5309 2.0037 0.3496 -0.5 0.4 -1.4
H 5.7458 2.8150 -3.8956 0.1 -0.1 0.4
H 4.2924 1.9562 -4.3358 -0.1 -0.1 0.0
H 4.9432 1.6455 -2.7339 0.6 -0.2 -0.2
H 3.3660 4.0045 -3.6475 0.2 0.3 0.0
H 4.4992 4.1858 -2.2792 -0.2 0.0 0.1
H 2.3889 1.9323 -2.5510 -0.1 0.1 -0.2
H 1.9640 3.4896 -1.8113 -0.1 0.1 -0.4
C -0.1658 -5.6553 3.2808 0.0 0.0 -0.2
C 0.0162 -4.1454 3.1348 1.2 -1.0 -0.2
C 0.4440 -3.7259 1.6794 -0.8 0.0 0.7
C 1.4986 -4.4877 0.9968 0.6 -0.5 0.4
N 2.3383 -5.0709 0.4618 -0.5 0.4 0.3
H 0.6621 -6.2492 2.8934 0.2 0.2 0.0
H -1.0393 -5.9770 2.7137 -0.2 -0.1 0.2
H -0.2593 -5.8781 4.3436 -0.3 -0.2 -0.1
H 0.7750 -3.8488 3.8589 0.2 0.2 -0.2
H -0.9128 -3.7178 3.5119 0.0 0.6 -0.7
H 0.7728 -2.6866 1.6818 -0.3 0.1 -0.2
H -0.4339 -3.8649 1.0484 -0.1 0.4 -0.2
C 4.4846 -1.8374 -0.3206 0.0 0.8 -0.2
C 5.2347 -2.7433 -1.2901 -1.4 -0.4 -0.3
C 5.1999 -2.2548 -2.7933 0.4 -0.1 0.9
C 3.9342 -1.6704 -3.2620 -2.2 1.3 -0.5
N 2.9342 -1.1684 -3.6207 2.7 -1.3 0.9
H 3.4197 -1.7806 -0.5465 0.0 0.1 -0.5
H 4.9273 -0.8438 -0.3900 -0.3 0.3 0.2
H 4.4619 -2.1251 0.7305 0.6 -0.4 -0.1
H 4.6948 -3.6894 -1.2509 0.4 -0.3 -0.1
H 6.2691 -2.8702 -0.9710 0.0 -0.1 -0.2
H 5.4559 -3.0720 -3.4678 0.0 -0.1 0.1
H 6.0092 -1.5299 -2.8809 -0.2 0.3 -0.3
C 0.2988 0.3046 0.7585 1.3 -0.7 1.2
C -0.0832 0.6217 -0.6245 -0.2 1.0 -1.7
C 0.7110 -0.1250 -1.7100 -0.7 -0.6 0.0
C 0.3726 -1.5434 -1.7475 0.4 -1.3 0.3
N 0.1615 -2.6791 -1.7629 -0.1 0.8 0.1
H 0.1962 1.1339 1.4584 -0.6 -0.2 0.0
H 1.3699 0.1048 0.7903 0.3 -0.1 0.0
H -0.1637 -0.6177 1.1099 -0.3 0.2 0.2
H 0.1308 1.6670 -0.8475 -0.1 0.3 0.2
H -1.1591 0.5069 -0.7559 -0.1 -0.1 -0.2
H 1.7867 -0.0350 -1.5588 0.0 0.0 0.0
H 0.4827 0.1928 -2.7273 0.1 0.6 0.0
C -5.3321 -1.1345 -1.9361 -0.5 -0.2 -0.9
C -4.3841 -1.0176 -0.7886 1.1 -0.2 0.9
C -3.1172 -1.9550 -0.8679 -1.6 -0.1 -0.8
C -3.5560 -3.2673 -1.4131 0.5 -0.8 -0.4
N -3.8894 -4.2770 -1.8761 0.3 1.3 0.7
H -6.2562 -0.5660 -1.8307 0.2 0.3 0.4
H -5.6713 -2.1504 -2.1385 0.2 -0.1 0.0
H -4.8424 -0.7484 -2.8301 0.0 -0.1 -0.3
H -4.8616 -1.2101 0.1721 -0.2 0.1 0.0
H -3.9844 -0.0036 -0.7835 -0.1 0.0 0.4
H -2.6372 -2.1101 0.0983 0.0 0.2 -0.1
H -2.4238 -1.4798 -1.5618 0.2 -0.4 0.0



3.
19
Properties=species:S:1:pos:R:3:forces:R:3 method="wB97M-V/def2-TZVPD" e_lumo_ha=0.12865 total_energy_ev=-17705.1477 gap_ev=5.810 smiles=CCCNCC[S-] e_homo_ev=-2.31 charge=-1
C -0.9155 -2.1760 1.0956 -0.3 0.8 -0.7
C -0.7613 -1.8068 -0.4218 -0.8 -0.7 1.0
C -0.3942 -0.3469 -0.6569 1.4 -0.2 0.2
N 0.7424 0.0242 0.2006 -0.2 1.0 0.6
C 0.7533 1.4877 0.5642 -0.4 -0.9 -1.2
C 0.8445 2.4412 -0.6597 -0.7 -1.5 0.4
S 1.1326 4.1376 -0.1985 0.3 0.4 -0.1
H 0.0273 -2.6075 1.4121 0.0 0.4 0.6
H -1.1923 -1.2500 1.6045 0.6 -0.1 0.4
H -1.7160 -2.8629 1.3744 0.0 -0.3 -0.6
H 0.0247 -2.4768 -0.7706 0.0 0.1 -0.6
H -1.7030 -2.0504 -0.9269 0.2 0.0 -0.3
H -0.1266 -0.2021 -1.7071 -0.3 0.0 -0.2
H -1.2005 0.3501 -0.4275 -0.2 -0.2 0.1
H 1.6382 -0.1589 -0.2138 0.2 -0.4 -0.5
H 1.6212 1.6803 1.1899 -0.3 0.0 0.4
H -0.2250 1.5845 1.0400 0.3 0.7 0.6
H 1.5656 1.9194 -1.3147 0.3 0.6 -0.1
H -0.1151 2.3130 -1.1839 0.1 0.2 -0.1



4.
35
Properties=species:S:1:pos:R:3:forces:R:3 method="wB97M-V/def2-TZVPD" e_lumo_ha=-0.11575 total_energy_ev=-22347.4320 gap_ev=10.555 e_homo_ev=-13.71 charge=+1
N 25.9435 -12.6684 35.2365 2.4 4.1 1.6
H 26.8252 -11.9018 35.2813 -2.6 -2.6 -0.1
H 26.1253 -13.3846 35.9656 -0.4 0.7 -0.3
H 26.0559 -13.0977 34.3100 -1.0 0.3 -0.3
H 25.1072 -11.9763 35.4872 1.8 -2.6 -1.1
O 26.5153 -15.7852 34.7728 1.1 1.0 0.8
H 26.2371 -16.6837 34.6297 -0.2 -0.6 0.0
H 27.2512 -15.8084 35.4328 -0.9 -0.2 -0.7
O 27.3899 -12.6749 32.4231 -2.4 -0.3 1.2
H 27.6415 -13.5064 32.0420 0.5 -1.1 -0.3
H 28.0446 -12.0719 32.1918 1.8 1.5 -0.6
O 23.2789 -10.8516 34.2713 -0.5 -4.6 -1.0
H 23.7320 -10.0945 34.3395 2.2 4.6 0.4
H 22.4598 -10.7967 34.7004 -1.8 0.4 0.9
O 29.6517 -9.8013 35.5218 -0.7 2.6 -3.4
H 29.9047 -9.1275 34.7492 0.0 -2.1 2.7
H 28.6907 -9.7888 35.2615 0.9 -0.5 0.9
O 26.6403 -14.6969 38.1060 -4.8 -2.9 -0.2
H 25.5771 -14.7046 37.8826 3.8 0.8 0.6
H 26.5850 -15.6690 38.4421 1.0 2.3 -0.6
O 23.9515 -13.1539 33.0251 1.0 -0.6 -1.3
H 23.6912 -12.4694 33.6272 -0.4 0.7 0.2
H 24.2869 -12.6784 32.2329 -0.4 -0.5 0.8
O 28.2866 -15.2110 32.4899 -0.5 -0.6 2.4
H 29.1007 -15.3092 33.0547 -1.1 0.2 -1.0
H 27.5384 -15.3209 33.1846 1.6 0.0 -1.5
O 27.2457 -10.0864 34.1312 -0.3 1.1 -1.4
H 27.7391 -9.8340 33.3073 -0.5 -0.6 1.0
H 26.4892 -9.4677 34.0745 0.5 -0.4 0.3
O 26.4505 -10.9855 37.6931 1.0 0.3 1.2
H 27.1658 -10.4299 38.1090 -1.0 -0.6 -0.8
H 26.2799 -11.6279 38.4093 0.0 0.2 -0.5
O 23.6507 -13.2866 37.6926 4.1 0.1 -5.6
H 23.2910 -12.4733 37.7740 -2.1 3.5 1.1
H 23.4617 -13.8973 38.2849 -2.0 -3.7 4.6